The following is a quantum chemistry calculation of the molecule C27H38N6O4 at a distorted geometry, from the Open Molecules 2025 dataset.

- highest occupied orbital energy (eV) = -8.562
- total charge = 0
- ΔE to the lowest compared entry with this formula, charge and spin (kcal per mole) = 3.92

Last column: Mulliken charge in e.
Geometry (Å):
C  4.152613  6.383273  2.677022  -1.29
C  3.401972  5.366739  1.825960  -0.29
C  4.185273  4.065253  1.672465  -0.86
C  3.427532  3.043215  0.829718  -0.06
C  4.212528  1.744331  0.665526  -0.99
C  3.429983  0.689977  -0.120301  -1.06
N  2.294441  0.199566  0.636761  0.56
N  1.165221  0.894202  0.485424  -0.49
C  0.117326  0.595614  1.176290  0.52
C  -1.123148  1.423049  0.943867  -0.12
O  -1.310327  2.494722  1.477214  -0.69
N  -1.989442  0.833885  0.083749  0.63
C  -3.313779  1.400769  -0.105002  -1.71
C  -3.486386  2.132110  -1.443089  1.21
C  -4.716537  3.033469  -1.359432  -1.80
C  -3.628401  1.159425  -2.611441  -1.06
C  -1.684592  -0.441492  -0.464882  0.21
C  -0.719585  -0.571380  -1.439205  -1.17
N  -0.126903  0.525042  -1.986773  0.13
N  -0.374781  -1.806934  -1.923411  0.22
C  0.586309  -1.962092  -3.005970  -1.46
C  0.040094  -1.484437  -4.354900  -0.49
C  -1.222065  -2.226777  -4.797878  -0.28
C  -0.983333  -3.703581  -5.089102  -1.39
C  -0.955197  -2.973316  -1.435141  0.37
O  -0.617198  -4.071030  -1.810873  -0.65
N  -1.933815  -2.788738  -0.503150  0.07
C  -2.376992  -1.588747  0.054858  0.36
O  -3.254754  -1.591828  0.892846  -0.69
C  0.095679  -0.476979  2.132168  1.47
C  -1.020474  -0.798560  2.912630  -0.66
C  -0.965969  -1.873437  3.770213  -0.68
C  0.193053  -2.641789  3.875279  -0.64
C  1.306183  -2.326200  3.128513  -0.58
C  1.269675  -1.241797  2.251376  -0.15
C  2.458877  -0.891517  1.471325  0.38
O  3.519391  -1.488625  1.509951  -0.75
H  3.577522  7.301129  2.773184  0.39
H  5.112739  6.625135  2.225725  0.32
H  4.334204  5.986463  3.673454  0.32
H  3.211688  5.791462  0.837508  0.32
H  2.434346  5.151401  2.283969  0.30
H  5.151188  4.276290  1.206470  0.35
H  4.381209  3.644260  2.661260  0.38
H  3.225564  3.467915  -0.156925  0.24
H  2.463573  2.836325  1.298626  0.11
H  5.146749  1.943362  0.137034  0.36
H  4.464907  1.332336  1.644398  0.33
H  3.051139  1.121408  -1.049527  0.38
H  4.069913  -0.170167  -0.330435  0.58
H  -3.453397  2.113075  0.712049  0.60
H  -4.049202  0.599031  -0.008699  0.44
H  -2.603991  2.761290  -1.605024  0.21
H  -4.600692  3.768087  -0.566704  0.44
H  -4.865139  3.561764  -2.298108  0.43
H  -5.604983  2.440588  -1.154124  0.36
H  -4.474343  0.495559  -2.445635  0.30
H  -3.800459  1.706573  -3.535729  0.46
H  -2.734728  0.555339  -2.737236  -0.03
H  0.791910  0.422430  -2.383278  0.18
H  -0.269766  1.383766  -1.475987  0.49
H  0.808403  -3.029407  -3.054163  0.82
H  1.513253  -1.436962  -2.753763  0.14
H  -0.182821  -0.416852  -4.308543  0.29
H  0.824991  -1.633739  -5.098674  0.56
H  -1.597793  -1.739646  -5.700484  0.49
H  -1.992508  -2.127160  -4.029545  0.08
H  -0.743233  -4.248427  -4.180487  0.33
H  -0.167972  -3.825574  -5.798859  0.32
H  -1.878568  -4.146530  -5.518178  0.39
H  -2.366308  -3.634385  -0.147888  0.31
H  -1.917796  -0.205589  2.830886  0.47
H  -1.831126  -2.125264  4.364282  0.46
H  0.217304  -3.484014  4.550311  0.43
H  2.220499  -2.895456  3.198725  0.52

Force components x, y, z for each atom (eV/Å):
C -0.2 -0.1 -0.1
C 0.3 -0.1 0.2
C -0.4 0.1 -0.2
C 0.4 -0.1 0.3
C -0.4 0.0 -0.2
C 0.6 0.0 0.0
N 0.1 -0.4 0.1
N -1.0 0.7 0.2
C 0.7 0.2 0.0
C 0.3 0.0 0.0
O 0.1 0.2 0.1
N -0.2 -0.4 -0.3
C -0.2 0.5 -0.1
C -0.2 -0.1 0.1
C 0.3 -0.1 0.0
C 0.2 0.2 0.1
C 0.1 0.1 0.0
C -0.6 0.3 0.1
N -0.2 -0.3 -0.1
N 0.2 0.1 0.0
C 0.2 0.0 -0.5
C -0.2 0.0 0.1
C 0.2 -0.1 -0.1
C -0.1 0.1 0.1
C 0.0 0.1 0.2
O 0.0 -0.3 -0.1
N -0.3 -0.3 0.2
C 0.4 0.0 -0.3
O -0.2 0.0 0.2
C 0.4 -0.4 0.2
C 0.1 0.1 0.0
C 0.0 0.1 0.0
C 0.1 0.0 0.0
C 0.1 0.0 -0.1
C -0.5 0.1 0.1
C 0.0 0.0 -0.2
O 0.1 -0.1 0.2
H 0.0 0.1 0.1
H 0.1 0.1 0.0
H 0.1 0.0 0.1
H -0.1 0.0 0.0
H -0.1 0.0 -0.1
H 0.1 0.0 0.0
H 0.1 0.0 0.1
H -0.1 0.0 -0.1
H 0.0 0.1 0.0
H 0.1 0.0 0.0
H 0.1 -0.1 0.0
H 0.0 -0.1 0.0
H -0.1 0.1 -0.1
H -0.1 -0.1 -0.1
H 0.0 0.0 0.0
H 0.0 0.0 0.1
H 0.0 0.1 0.1
H -0.1 0.1 -0.1
H -0.2 -0.1 0.0
H -0.1 -0.1 0.0
H 0.0 0.0 -0.1
H 0.1 -0.1 -0.1
H 0.0 0.0 0.0
H 0.1 -0.1 -0.1
H 0.1 0.2 0.1
H 0.0 -0.1 0.0
H 0.1 0.0 -0.1
H 0.1 0.0 0.0
H -0.1 0.0 0.1
H -0.1 0.1 0.0
H 0.0 -0.1 0.0
H 0.1 -0.1 -0.1
H 0.0 -0.1 -0.1
H 0.1 0.1 -0.1
H -0.1 0.0 0.0
H -0.1 0.0 0.0
H 0.0 -0.1 0.1
H 0.1 -0.1 0.0


The following is a quantum chemistry calculation of C27H38N7ORuS3Sb as an isolated structure, from the Open Molecules 2025 dataset.

- highest occupied orbital energy (spin up / spin down) (eV) = -10.215 / -10.482
- total charge = +1
- multiplicity = 2
- <S²> = 0.76
- ΔE to the lowest compared entry with this formula, charge and spin (kcal per mole) = 7.36

Last column: Mulliken spin population.
Geometry (Å):
Ru  -0.582945  -0.761764  -0.682680  0.79
C  -1.143583  2.597033  2.097545  0.00
C  -1.371862  1.404200  1.218075  0.02
N  -0.390981  0.802159  0.630064  0.00
N  0.906861  1.182923  0.992649  0.02
C  1.713833  0.179139  0.989762  -0.01
S  1.284573  -1.450866  0.552431  0.10
S  3.398374  0.361370  1.410286  0.00
C  3.426508  1.931873  2.333625  0.00
C  3.190926  1.736041  3.803949  0.00
C  4.217071  1.263517  4.617735  0.00
C  4.005506  1.056539  5.970822  0.00
C  2.761255  1.319817  6.529080  0.00
C  1.735127  1.793874  5.726648  0.00
C  1.950567  2.000624  4.371081  0.00
C  -2.735443  0.876038  1.085589  0.02
C  -3.822042  1.695039  1.448576  -0.01
C  -5.112496  1.223559  1.508833  0.02
C  -5.356334  -0.125230  1.242372  -0.01
C  -4.319757  -0.956282  0.891130  0.01
C  -3.000908  -0.483004  0.779609  -0.03
O  -2.098764  -1.369161  0.370471  0.08
H  -0.098913  2.880052  2.097737  0.00
H  -1.475134  2.390795  3.115671  0.00
H  -1.730681  3.438408  1.726741  0.00
H  2.701227  2.603624  1.880052  0.00
H  4.425135  2.329001  2.148548  0.00
H  5.190412  1.055710  4.187553  0.00
H  4.813283  0.693525  6.592577  0.00
H  2.596058  1.161767  7.586524  0.00
H  0.765623  2.008908  6.157324  0.00
H  1.149559  2.373702  3.745540  0.00
H  -3.643688  2.732224  1.694147  0.00
H  -5.921474  1.887443  1.779572  0.00
H  -6.362920  -0.518376  1.303697  0.00
H  -4.490807  -2.000323  0.663374  0.00
C  -0.356082  -6.835812  0.937869  0.00
C  -0.346399  -5.998147  -0.282905  0.00
N  -0.149713  -6.412395  -1.491763  0.00
N  -0.217369  -5.281175  -2.250547  0.00
C  -0.445871  -4.170257  -1.545611  0.00
S  -0.706475  -2.642835  -2.229142  -0.01
N  -0.523415  -4.625203  -0.268337  0.00
N  -0.734100  -3.801178  0.820717  0.00
H  -0.255900  -7.877308  0.646122  0.00
H  -1.286669  -6.706584  1.491146  0.00
H  0.473783  -6.576166  1.596972  0.00
H  -0.114955  -5.332420  -3.249898  0.00
H  -1.716747  -3.709567  1.044180  0.00
H  -0.173547  -4.089690  1.609147  0.00
C  3.693698  1.855723  -2.357150  0.00
C  2.775644  1.126308  -3.348445  0.00
C  2.134418  2.117667  -4.328953  0.00
C  3.541412  0.028831  -4.097859  0.00
C  1.698772  0.490934  -2.573929  -0.01
N  0.858039  0.008086  -1.966005  0.00
H  4.493401  2.339973  -2.918141  0.00
H  4.134115  1.161131  -1.642618  0.00
H  3.146153  2.617536  -1.801481  0.00
H  2.923934  2.595423  -4.908994  0.00
H  1.581266  2.893245  -3.798549  0.00
H  1.460054  1.612253  -5.020986  0.00
H  4.345917  0.493189  -4.668329  0.00
H  2.891180  -0.505712  -4.790404  0.00
H  3.978861  -0.687544  -3.403127  0.00
C  -4.253867  0.642444  -2.247445  0.02
Sb  -2.135031  0.667120  -2.290072  0.01
C  -1.784127  0.392950  -4.367699  0.00
C  -1.679945  2.730173  -2.029312  0.00
H  -4.634844  1.218577  -3.089186  0.00
H  -4.602869  1.072581  -1.310674  0.00
H  -4.600813  -0.386511  -2.316374  0.00
H  -2.113387  1.267374  -4.926616  0.00
H  -2.339798  -0.480858  -4.704609  0.00
H  -0.723827  0.219954  -4.543538  0.00
H  -1.576800  3.215440  -2.998596  0.00
H  -0.749492  2.822800  -1.471089  0.00
H  -2.481753  3.215745  -1.474448  0.00

Force components x, y, z for each atom (eV/Å):
Ru 0.5 0.1 0.2
C 0.0 0.0 0.0
C 0.0 0.0 0.0
N -0.1 -0.1 0.0
N 0.0 0.0 0.0
C 0.0 0.1 0.0
S -0.1 0.0 -0.2
S 0.0 0.0 0.0
C 0.1 0.0 0.0
C 0.0 0.0 0.0
C 0.0 0.0 0.0
C 0.0 0.0 0.0
C 0.0 0.0 0.0
C 0.0 0.0 0.0
C 0.0 0.0 0.0
C 0.0 0.0 0.0
C 0.0 0.0 0.0
C 0.0 0.0 0.0
C 0.0 0.0 0.0
C 0.0 0.0 0.0
C 0.0 -0.1 -0.1
O -0.2 0.1 0.1
H 0.0 0.0 0.0
H 0.0 0.0 0.0
H 0.0 0.0 0.0
H 0.0 0.0 0.0
H 0.0 0.0 0.0
H 0.0 0.0 0.0
H 0.0 0.0 0.0
H 0.0 0.0 0.0
H 0.0 0.0 0.0
H 0.0 0.0 0.0
H 0.0 0.0 0.0
H 0.0 0.0 0.0
H 0.0 0.0 0.0
H 0.0 0.0 0.0
C 0.0 0.0 0.0
C 0.0 0.0 0.0
N 0.0 0.0 0.0
N 0.0 0.0 0.0
C -0.1 0.0 0.0
S 0.0 0.0 -0.1
N 0.0 0.0 0.0
N 0.1 -0.1 0.0
H 0.0 0.0 0.0
H 0.0 0.0 0.0
H 0.0 0.0 0.0
H 0.0 0.0 0.0
H 0.0 0.0 0.0
H 0.0 0.0 0.0
C 0.0 0.0 0.0
C 0.0 0.0 0.0
C 0.0 0.0 0.0
C 0.0 0.0 0.0
C 0.0 0.0 0.0
N 0.0 0.0 0.1
H 0.0 0.0 0.0
H 0.0 0.0 0.0
H 0.0 0.0 0.0
H 0.0 0.0 0.0
H 0.0 0.0 0.0
H 0.0 0.0 0.0
H 0.0 0.0 0.0
H 0.0 0.0 0.0
H 0.0 0.0 0.0
C 0.0 0.0 0.0
Sb 0.0 0.0 -0.1
C 0.0 0.0 0.0
C 0.0 0.0 -0.1
H 0.0 0.0 0.0
H 0.0 0.0 0.0
H 0.0 0.0 0.0
H 0.0 0.0 0.0
H 0.0 0.0 0.0
H 0.0 0.0 0.0
H 0.0 0.0 0.0
H 0.0 0.0 0.0
H 0.0 0.0 0.0


The following is a quantum chemistry calculation of C27H39BN7O6S4TcTe as an isolated structure at a distorted geometry, from the Open Molecules 2025 dataset.

- highest occupied orbital energy (spin up / spin down) (eV) = -3.874 / -3.552
- total charge = -1
- multiplicity = 2
- <S²> = 0.76
- ΔE to the lowest compared entry with this formula, charge and spin (kcal per mole) = 0.00

Last column: Mulliken spin population.
Geometry (Å):
Tc  0.346213  0.607283  0.449914  0.96
C  -3.631828  -2.790629  3.892339  0.00
C  -3.278927  -1.569477  3.043471  0.00
C  -2.138536  -0.824325  3.726488  0.00
C  -4.525045  -0.695053  2.917682  0.00
N  -2.865104  -2.026689  1.681687  0.00
C  -2.795207  -3.356234  1.294861  0.00
C  -2.392535  -3.374321  0.012569  0.00
N  -2.216390  -2.072149  -0.396299  -0.01
B  -1.808111  -1.817463  -1.861589  0.00
N  -0.358499  -2.292186  -2.128830  -0.01
C  -0.018170  -2.751364  -3.379237  0.00
C  1.275824  -3.114293  -3.353292  0.00
N  1.740760  -2.862767  -2.072034  0.00
C  0.723657  -2.349454  -1.325931  0.02
S  0.796186  -1.854587  0.328439  0.00
C  3.126871  -3.155062  -1.609949  0.00
C  3.939419  -3.705546  -2.781385  0.00
C  3.085066  -4.210078  -0.507801  0.00
C  3.778547  -1.865336  -1.137291  0.00
N  -2.065496  -0.376237  -2.368233  0.00
C  -3.332868  -0.052826  -2.797117  0.00
C  -3.326382  1.231003  -3.195055  0.00
N  -2.039866  1.708039  -3.000074  0.00
C  -1.280115  0.712401  -2.476424  0.00
S  0.383843  0.806774  -2.019422  0.01
C  -1.587229  3.081404  -3.381250  0.00
C  -1.006518  3.807902  -2.171839  -0.01
C  -0.562597  2.962034  -4.507152  0.00
C  -2.789207  3.873787  -3.892125  0.00
C  -2.479001  -1.245879  0.633181  0.00
S  -2.330941  0.467230  0.608387  -0.01
H  -3.948782  -2.429241  4.870112  0.00
H  -2.769834  -3.441790  4.043360  0.00
H  -4.452875  -3.369577  3.464679  0.00
H  -2.443823  -0.570169  4.743828  0.00
H  -1.878939  0.085730  3.196346  0.00
H  -1.241129  -1.441027  3.769109  0.00
H  -4.832344  -0.370270  3.913018  0.00
H  -5.344310  -1.259266  2.465120  0.00
H  -4.322444  0.184619  2.309595  0.00
H  -3.024651  -4.171133  1.950670  0.00
H  -2.218347  -4.202517  -0.650264  0.00
H  -2.521456  -2.522294  -2.550060  0.00
H  -0.732483  -2.775260  -4.181893  0.00
H  1.897678  -3.493188  -4.138683  0.00
H  3.533358  -4.644487  -3.161980  0.00
H  4.949210  -3.897688  -2.419955  0.00
H  4.008808  -2.985634  -3.598366  0.00
H  2.647330  -5.137170  -0.885363  0.00
H  2.499826  -3.861526  0.340616  0.00
H  4.102559  -4.415436  -0.170110  0.00
H  3.674936  -1.088940  -1.897819  0.00
H  4.840995  -2.037251  -0.955715  0.00
H  3.319386  -1.505504  -0.221568  0.00
H  -4.132322  -0.770526  -2.776167  0.00
H  -4.128044  1.838178  -3.563527  0.00
H  -0.029071  3.419644  -1.906846  0.00
H  -1.644186  3.701488  -1.294280  0.00
H  -0.911294  4.869142  -2.408931  0.00
H  0.297058  2.379243  -4.181259  0.00
H  -0.221051  3.960069  -4.788021  0.00
H  -1.007437  2.484462  -5.383685  0.00
H  -3.553620  3.985888  -3.121701  0.00
H  -3.235259  3.426431  -4.782328  0.00
H  -2.436373  4.869241  -4.158666  0.00
O  1.620917  2.157915  3.085268  0.00
S  1.597861  0.708466  3.277020  0.01
O  1.723416  0.255021  4.631035  0.00
O  0.434603  0.107344  2.569168  0.00
O  2.867861  0.222896  2.431107  0.00
Te  3.083942  1.653331  0.992367  -0.01
C  4.867268  0.626195  0.471184  0.00
C  5.471670  -0.310878  1.301501  0.00
C  6.690625  -0.870888  0.941071  0.00
C  7.317473  -0.503018  -0.242103  0.00
C  6.721203  0.442080  -1.066178  0.00
C  5.504267  1.005393  -0.706701  0.00
H  4.986140  -0.608126  2.220254  0.00
H  7.155115  -1.599438  1.594847  0.00
H  8.263227  -0.950345  -0.521615  0.00
H  7.202487  0.741196  -1.989249  0.00
H  5.047668  1.739187  -1.364390  0.00
O  0.099852  4.677233  0.691481  0.04
N  0.656207  3.600229  0.639990  0.00
O  -0.149184  2.585366  0.642991  -0.02

Force components x, y, z for each atom (eV/Å):
Tc 0.0 0.4 -0.8
C 0.0 0.0 0.0
C -0.1 0.0 0.0
C 0.0 0.0 0.0
C 0.0 0.0 -0.1
N 0.1 0.0 0.2
C 0.0 0.0 -0.1
C -0.1 0.0 0.1
N -0.1 -0.1 -0.2
B 0.1 0.1 0.0
N -0.2 0.0 0.0
C 0.0 0.0 0.0
C 0.0 0.1 0.0
N 0.1 -0.2 0.0
C -0.1 0.2 0.2
S 0.2 -0.4 -0.2
C 0.0 0.0 -0.1
C 0.0 0.0 0.0
C 0.0 0.0 0.0
C 0.0 0.1 0.0
N -0.2 -0.1 0.0
C 0.1 0.0 0.0
C 0.1 0.0 0.1
N 0.0 0.2 -0.1
C -0.1 -0.1 0.0
S 0.1 0.0 0.3
C 0.0 0.0 0.0
C 0.0 0.0 0.0
C 0.0 0.0 0.0
C 0.0 0.0 0.0
C -0.1 0.1 0.1
S 0.9 -0.2 0.0
H 0.0 0.0 0.0
H 0.0 0.0 0.0
H 0.0 0.0 0.0
H 0.0 0.0 0.0
H 0.0 0.0 0.0
H 0.0 0.0 0.0
H 0.0 0.0 0.0
H 0.0 0.0 0.0
H 0.0 0.0 0.0
H 0.0 0.0 0.0
H 0.0 0.0 0.0
H 0.1 0.0 0.1
H 0.0 0.0 0.0
H 0.0 -0.1 0.0
H 0.0 0.0 0.0
H 0.0 0.0 0.0
H 0.0 0.0 0.0
H 0.0 0.0 0.0
H 0.0 0.0 0.0
H 0.0 0.0 0.0
H 0.0 0.0 0.0
H 0.0 0.0 0.0
H 0.0 0.0 0.0
H 0.0 0.0 0.0
H 0.0 0.0 0.0
H 0.0 0.0 0.0
H 0.0 0.0 0.0
H 0.0 0.0 0.0
H 0.0 0.0 0.0
H 0.0 0.0 0.0
H 0.0 0.0 0.0
H 0.0 0.0 0.0
H 0.0 0.0 0.0
H 0.0 0.0 0.0
O 0.1 -0.2 0.2
S -0.2 0.5 0.2
O 0.1 -0.4 -0.2
O 0.2 0.1 -0.1
O 0.2 0.5 0.4
Te -0.8 -0.8 0.1
C 0.0 0.0 -0.2
C 0.1 0.0 0.0
C 0.0 0.0 0.0
C 0.0 0.0 0.0
C 0.0 0.0 0.0
C 0.1 -0.1 0.0
H 0.0 0.0 0.0
H 0.0 0.0 0.0
H 0.0 0.0 0.0
H 0.0 0.0 0.0
H 0.0 0.0 0.0
O 0.1 -0.3 0.0
N 0.2 -0.1 -0.1
O -0.6 0.6 0.1